{"formula": "C19H44N2O8P", "method": "wB97M-V/def2-TZVPD", "lumo_energy_ev": -1.83, "orbital_gap_ev": 9.6549, "charge": 1, "energy_ha": -1802.84131, "e_homo_ha": -0.4219, "multiplicity": 1, "species": ["H", "C", "N", "H", "C", "H", "C", "H", "H", "O", "C", "H", "H", "H", "O", "H", "C", "O", "H", "H", "H", "H", "H", "H", "H", "H", "H", "C", "H", "H", "H", "O", "C", "C", "O", "C", "H", "H", "O", "H", "C", "H", "H", "H", "P", "C", "C", "N", "C", "C", "C", "C", "H", "H", "C", "H", "H", "H", "H", "H", "H", "H", "H", "H", "O", "H", "H", "C", "H", "H", "H", "H", "O", "C"], "xyz": [[-3.974, -4.792, 0.611], [-0.150, -2.428, 1.794], [1.718, -1.058, -1.470], [-2.246, 5.553, -2.049], [2.302, -2.486, 1.296], [0.271, 0.749, 2.438], [0.716, 2.993, -3.545], [-4.279, -2.420, -0.310], [2.056, 3.192, -5.194], [2.683, 4.369, -3.621], [-4.106, -2.660, 0.746], [1.581, -3.710, -0.746], [-2.503, 0.989, 0.951], [-1.533, 6.669, -0.858], [2.821, -1.246, 1.560], [-3.047, -4.059, 1.928], [2.112, 3.171, -4.097], [-3.371, -1.631, 1.384], [2.612, 1.135, 2.047], [-1.226, -0.170, -0.774], [-1.413, -5.520, -0.943], [2.249, -3.116, 2.184], [3.837, -0.901, 3.302], [4.312, 4.359, -4.913], [-5.072, -2.797, 1.246], [-3.402, 0.287, -0.419], [0.219, 2.222, -4.137], [-3.488, 0.668, 0.602], [4.596, 3.623, -3.317], [2.981, 1.167, 3.769], [2.125, -0.217, -1.866], [0.680, 2.514, -2.203], [-1.391, -5.065, 0.053], [-0.086, -3.748, 2.556], [-0.180, 5.453, -1.864], [-0.152, 4.430, -0.896], [0.643, -5.618, -0.036], [2.735, 2.313, -3.804], [-0.753, -1.001, -0.612], [0.151, 3.921, -3.641], [2.377, 0.672, 3.008], [0.706, 1.865, 3.724], [0.549, 0.145, 4.071], [2.167, -1.426, 3.531], [0.777, -0.684, -0.140], [-4.068, -0.397, 1.514], [0.080, -4.790, 0.398], [0.892, -2.382, 0.717], [0.633, -3.501, -0.258], [-1.382, 6.192, -1.833], [0.974, 3.462, -1.182], [4.075, 4.429, -3.846], [4.424, 5.387, -3.468], [1.893, 4.006, -1.405], [-3.334, -3.943, 0.877], [2.900, -2.977, 0.532], [0.003, 4.864, 0.103], [0.611, -3.668, 3.392], [-4.137, 1.544, 0.575], [-1.309, 6.963, -2.596], [-5.130, -0.540, 1.293], [0.063, -1.622, 2.501], [-1.783, -5.804, 0.758], [-1.108, -2.215, 1.342], [0.382, -4.834, 1.780], [-3.997, -0.092, 2.561], [-0.070, -3.148, -1.010], [2.819, -0.783, 2.928], [1.302, -1.620, -2.203], [-1.067, -3.959, 2.990], [1.135, 2.866, -0.279], [-1.107, 3.886, -0.888], [-2.194, -3.901, 0.035], [0.894, 0.868, 3.327]]}